[1]
C27H22IN4O4Rh | wB97M-V/def2-TZVPD

Geometry (Å):
1 Rh 0.536 0.292 -0.213
2 C -3.134 -2.458 -0.812
3 C -2.928 -1.886 0.550
4 N -3.890 -2.013 1.443
5 C -3.702 -1.512 2.672
6 C -2.552 -0.868 3.110
7 C -2.456 -0.330 4.514
8 O -2.096 1.051 4.517
9 C -1.519 -0.712 2.181
10 C -0.305 -0.028 2.590
11 N 0.549 0.553 1.813
12 C 1.557 1.366 2.451
13 C 1.295 1.989 3.672
14 C 2.274 2.743 4.296
15 C 3.521 2.903 3.710
16 C 3.781 2.333 2.472
17 C 2.793 1.586 1.854
18 I 3.180 0.834 -0.048
19 C -1.703 -1.230 0.876
20 O -0.757 -1.201 -0.012
21 H -4.056 -3.031 -0.823
22 H -2.299 -3.091 -1.110
23 H -3.209 -1.655 -1.551
24 H -4.540 -1.624 3.351
25 H -1.680 -0.861 5.073
26 H -3.393 -0.500 5.045
27 H -2.893 1.586 4.593
28 H -0.129 0.030 3.657
29 H 0.314 1.914 4.125
30 H 2.053 3.220 5.240
31 H 4.285 3.490 4.199
32 H 4.740 2.481 1.996
33 O 3.758 -5.204 -4.366
34 C 3.339 -4.098 -5.002
35 O 3.555 -3.941 -6.165
36 C 2.587 -3.056 -4.202
37 C 2.152 -3.219 -2.893
38 C 1.461 -2.202 -2.249
39 C 1.199 -1.026 -2.934
40 C 1.638 -0.839 -4.239
41 C 2.325 -1.859 -4.868
42 N 0.473 0.009 -2.242
43 C -0.270 0.847 -2.862
44 C -0.915 1.896 -2.061
45 C -1.698 2.893 -2.601
46 C -2.226 3.859 -1.746
47 C -1.949 3.780 -0.395
48 C -1.156 2.745 0.084
49 N -0.650 1.824 -0.734
50 H 3.562 -5.183 -3.424
51 H 2.319 -4.139 -2.346
52 H 1.099 -2.353 -1.241
53 H 1.491 0.098 -4.761
54 H 2.683 -1.748 -5.882
55 H -0.431 0.810 -3.935
56 H -1.891 2.918 -3.664
57 H -2.839 4.658 -2.138
58 H -2.336 4.511 0.300
59 H -0.918 2.647 1.134

LUMO (spin up / spin down) (eV): -8.22 / -8.21
E (a.u.): -1969.78655
Net charge: +2
Energy relative to the best compared isomer or geometry (same formula, charge and spin) (kcal per mole): 0.00
HOMO level (spin up / spin down) (eV): -14.15 / -14.16

[2]
C27H22N5O6P | wB97M-V/def2-TZVPD

Geometry (Å):
1 C 4.220 2.660 5.259
2 C 3.136 2.070 4.379
3 C 3.535 1.318 3.254
4 C 2.586 0.664 2.456
5 C 1.210 0.813 2.721
6 P -0.036 -0.158 1.797
7 C 0.000 -1.841 2.533
8 C -0.977 -2.817 2.217
9 C -1.179 -3.975 2.973
10 C -0.386 -4.177 4.117
11 C -0.612 -5.406 4.981
12 C 0.531 -3.184 4.511
13 C 0.779 -2.079 3.683
14 C -1.687 0.471 2.419
15 C -2.218 1.734 2.041
16 C -3.237 2.363 2.788
17 C -3.820 1.690 3.898
18 C -4.860 2.407 4.757
19 C -3.288 0.448 4.309
20 C -2.307 -0.170 3.523
21 C 0.820 1.590 3.842
22 C 1.771 2.145 4.700
23 H 3.792 3.229 6.100
24 H 4.833 1.832 5.661
25 H 4.894 3.323 4.684
26 H 4.603 1.187 3.048
27 H 2.942 -0.008 1.667
28 H -1.688 -2.648 1.432
29 H -2.006 -4.654 2.711
30 H 0.103 -5.394 5.823
31 H -1.647 -5.382 5.375
32 H -0.477 -6.343 4.406
33 H 0.993 -3.248 5.511
34 H 1.497 -1.325 4.004
35 H -1.756 2.266 1.201
36 H -3.503 3.420 2.578
37 H -5.138 1.767 5.617
38 H -4.374 3.330 5.129
39 H -5.784 2.693 4.212
40 H -3.563 0.012 5.292
41 H -1.916 -1.131 3.848
42 H -0.241 1.684 4.080
43 H 1.451 2.590 5.654
44 O 3.604 -0.751 -4.044
45 N 2.802 -1.171 -3.242
46 C 2.344 -0.807 -2.010
47 C 1.381 -1.755 -1.591
48 N 1.263 -2.766 -2.563
49 O 2.158 -2.429 -3.501
50 C 0.407 -1.391 -0.618
51 N -0.729 -2.234 -0.453
52 O -0.577 -3.481 -0.362
53 O -1.875 -1.671 -0.382
54 C 0.292 -0.023 0.109
55 C 1.463 0.828 -0.408
56 N 1.484 2.208 -0.362
57 O 0.919 3.055 0.317
58 O 2.443 2.645 -1.320
59 N 3.004 1.587 -1.967
60 C 2.433 0.464 -1.376
61 H -0.734 0.551 0.043

LUMO (eV): -0.52
E (a.u.): -2108.16540
Net charge: 0
Energy relative to the best compared isomer or geometry (same formula, charge and spin) (kcal per mole): 49.27
HOMO level (eV): -7.33

[3]
C27H22N6O3STc | wB97M-V/def2-TZVPD

Geometry (Å):
1 Tc 0.080 -1.026 -0.187
2 O 0.018 4.066 -2.195
3 C 1.096 3.497 -2.734
4 C 1.858 4.288 -3.596
5 C 2.985 3.778 -4.194
6 C 3.400 2.456 -3.959
7 C 2.664 1.666 -3.122
8 C 1.499 2.158 -2.490
9 C 0.769 1.277 -1.626
10 O 1.173 0.053 -1.449
11 N -0.331 1.715 -0.986
12 N -0.861 0.763 -0.210
13 C -1.978 1.090 0.429
14 C -2.679 0.265 1.315
15 C -3.847 0.808 1.929
16 C -4.569 0.088 2.825
17 C -4.157 -1.228 3.155
18 C -3.048 -1.796 2.589
19 C -2.276 -1.079 1.657
20 O -1.234 -1.654 1.139
21 H -0.438 3.428 -1.617
22 H 1.534 5.304 -3.773
23 H 3.562 4.407 -4.858
24 H 4.289 2.070 -4.436
25 H 2.961 0.645 -2.927
26 H -2.355 2.092 0.246
27 H -4.145 1.815 1.666
28 H -5.448 0.512 3.288
29 H -4.733 -1.799 3.872
30 H -2.734 -2.799 2.842
31 N 3.222 -1.196 2.516
32 C 2.737 -0.033 3.103
33 C 3.185 0.703 4.193
34 C 2.455 1.828 4.513
35 C 1.323 2.204 3.771
36 C 0.884 1.468 2.691
37 C 1.610 0.326 2.360
38 N 1.440 -0.618 1.349
39 C 2.423 -1.497 1.485
40 C 2.495 -2.620 0.566
41 C 3.422 -3.594 0.393
42 S 2.948 -4.630 -0.878
43 C 1.557 -3.700 -1.134
44 N 1.428 -2.690 -0.312
45 H 4.038 -1.708 2.809
46 H 4.060 0.412 4.758
47 H 2.760 2.437 5.352
48 H 0.786 3.098 4.056
49 H 0.016 1.773 2.125
50 H 4.341 -3.752 0.933
51 H 0.837 -3.934 -1.902
52 C -4.443 -2.097 -2.871
53 C -3.082 -2.776 -3.099
54 C -2.035 -2.186 -2.281
55 N -1.209 -1.720 -1.635
56 H -5.218 -2.697 -3.342
57 H -4.461 -1.103 -3.311
58 H -4.671 -2.019 -1.809
59 H -2.772 -2.700 -4.142
60 H -3.129 -3.839 -2.852

LUMO (spin up / spin down) (eV): -6.00 / -8.35
E (a.u.): -2074.91438
Net charge: +2
Energy relative to the best compared isomer or geometry (same formula, charge and spin) (kcal per mole): 0.00
2S+1: 4
HOMO level (spin up / spin down) (eV): -13.17 / -13.12

[4]
C27H23AsCoN3O2 | wB97M-V/def2-TZVPD

Geometry (Å):
1 Co 1.165 -0.412 0.160
2 N 3.314 -1.149 -0.038
3 C 3.819 -0.910 1.287
4 C 5.155 -0.765 1.568
5 C 5.593 -0.583 2.889
6 C 4.697 -0.515 3.918
7 C 3.317 -0.624 3.662
8 C 2.344 -0.542 4.676
9 C 1.021 -0.691 4.355
10 C 0.667 -0.888 3.017
11 N 1.546 -0.953 2.039
12 C 2.869 -0.834 2.333
13 H 3.352 -2.152 -0.225
14 H 3.913 -0.698 -0.729
15 H 5.885 -0.792 0.773
16 H 6.650 -0.503 3.086
17 H 5.023 -0.369 4.937
18 H 2.657 -0.373 5.693
19 H 0.253 -0.664 5.109
20 H -0.370 -1.018 2.735
21 O 2.704 3.098 -0.633
22 N 1.827 2.633 0.040
23 O 1.595 1.420 0.187
24 C -5.685 -0.951 0.438
25 C -4.888 -0.221 1.302
26 C -3.546 -0.041 1.018
27 C -2.993 -0.571 -0.144
28 C -3.791 -1.339 -0.984
29 C -5.134 -1.517 -0.697
30 As -1.119 -0.154 -0.578
31 C -0.869 -0.995 -2.308
32 C 0.193 -1.890 -2.385
33 C 0.471 -2.568 -3.556
34 C -0.331 -2.359 -4.667
35 C -1.391 -1.468 -4.608
36 C -1.658 -0.782 -3.434
37 C -1.234 1.760 -0.943
38 C -0.847 2.314 -2.158
39 C -0.693 3.685 -2.284
40 C -0.931 4.513 -1.201
41 C -1.362 3.975 0.000
42 C -1.485 2.605 0.135
43 H -6.732 -1.090 0.654
44 H -5.318 0.206 2.194
45 H -2.924 0.510 1.714
46 H -3.370 -1.809 -1.864
47 H -5.752 -2.096 -1.365
48 H 0.800 -2.050 -1.479
49 H 1.299 -3.258 -3.604
50 H -0.132 -2.897 -5.580
51 H -2.012 -1.312 -5.477
52 H -2.481 -0.076 -3.393
53 H -0.628 1.672 -3.003
54 H -0.375 4.108 -3.225
55 H -0.763 5.573 -1.288
56 H -1.572 4.625 0.835
57 H -1.744 2.181 1.100

LUMO (spin up / spin down) (eV): -3.49 / -3.81
E (a.u.): -4975.66768
Net charge: +1
Energy relative to the best compared isomer or geometry (same formula, charge and spin) (kcal per mole): 43.90
2S+1: 4
HOMO level (spin up / spin down) (eV): -10.52 / -10.46